Entry from the OMol25 dataset: an isolated ion of composition C6H8Cl2FN2 and charge +1 (the ωB97M-V functional and the def2-TZVPD basis).

Energy above the lowest of the compared OMol25 structures with the same formula, charge and spin ... 0.0 kcal per mole
DFT total energy ... -1362.8967 Eh
Frontier orbital gap ... 8.8 eV
SMILES string ... C/C(Cl)=C/C(Cl)=N/C(=[NH2+])CF
E_LUMO ... -4.86 eV
Highest occupied orbital energy ... -13.70 eV
Net charge ... +1

Geometry as XYZ:
```
19
Properties=species:S:1:pos:R:3:forces:R:3:mulliken_charge:R:1
C 1.198 1.096 -0.510 -1.0 -2.0 1.7 -0.69
C 1.790 -0.097 -0.175 -2.5 0.5 -0.9 0.68
C -0.231 1.331 -0.186 1.3 1.6 -0.6 0.57
C -2.349 0.132 -0.361 -1.5 -1.2 -0.3 0.24
C 3.185 -0.371 -0.494 0.5 4.0 -0.4 -1.17
C -2.809 -1.042 0.598 -0.9 1.4 -0.1 -0.21
N -1.116 0.466 -0.345 -0.1 -0.1 -0.1 -0.14
N -3.286 0.590 -1.216 0.2 -2.1 1.4 -0.32
F -3.928 -1.678 0.075 0.2 0.7 0.0 -0.30
Cl 0.794 -1.460 0.381 1.2 0.6 -0.1 -0.16
Cl -0.705 2.948 0.366 0.4 -0.9 -0.2 -0.10
H 1.834 1.860 -0.874 0.2 0.9 -0.1 0.42
H 3.585 -1.184 -0.043 1.1 -2.6 1.1 0.44
H 3.302 -0.325 -1.568 0.1 -0.6 -0.4 0.31
H 3.786 0.531 -0.155 -0.6 -1.0 -0.2 0.33
H -3.104 -0.531 1.544 0.3 -0.6 -0.4 0.28
H -2.078 -1.828 0.719 0.6 0.3 0.1 0.24
H -4.100 -0.048 -1.182 0.3 0.8 -0.4 0.30
H -3.056 0.988 -2.108 0.2 0.5 -0.1 0.28
```
Positions in Å, forces in eV/Å.

=====

Entry from the OMol25 dataset: C5H6BaLiO4 as an isolated structure (the ωB97M-V functional and the def2-TZVPD basis).

DFT total energy ... -527.5065 Eh
Frontier orbital gap (alpha / beta) ... 3.1 / 9.2 eV
E_LUMO (alpha / beta) ... -7.56 / -7.55 eV
Highest occupied orbital energy (alpha / beta) ... -10.68 / -16.76 eV
Net charge ... +2
Multiplicity ... 2

Geometry as XYZ:
```
17
Properties=species:S:1:pos:R:3:forces:R:3:mulliken_charge:R:1
O 2.509 -1.053 -0.510 0.5 0.8 0.0 -0.71
C 1.854 -1.966 -1.111 0.4 -0.5 0.7 0.86
O 2.364 -3.024 -1.479 0.0 0.1 0.0 -0.78
O 0.534 -1.715 -1.254 -0.2 0.8 -0.3 -0.29
C -0.370 -2.635 -0.729 -3.5 2.1 1.5 -0.36
C -1.595 -2.784 -1.572 -1.1 -1.3 -4.0 -0.90
Li 4.122 -2.336 -0.806 -0.4 -0.1 -0.2 0.88
H 0.105 -3.603 -0.529 -0.5 0.3 0.4 0.42
H -1.278 -3.175 -2.550 -0.5 0.2 -0.2 0.46
H -2.222 -3.575 -1.144 -0.1 0.5 0.1 0.49
H -1.139 -2.112 0.033 3.4 -0.9 0.8 0.16
Ba 2.587 1.246 0.785 0.0 -0.3 -0.2 0.89
C -2.600 -1.427 -1.965 2.4 -0.9 1.6 -0.29
C -3.762 -1.732 -2.697 -1.4 -1.0 -0.9 0.42
O -4.691 -1.998 -3.273 1.3 0.5 0.8 0.01
H -2.928 -0.955 -1.024 -0.1 0.0 -0.2 0.38
H -2.022 -0.689 -2.544 -0.1 -0.2 0.0 0.35
```
Positions in Å, forces in eV/Å.

=====

Entry from the OMol25 dataset: C43H59BrN3P3Ru as an isolated structure (the ωB97M-V functional and the def2-TZVPD basis).

DFT total energy ... -5530.2271 Eh
Frontier orbital gap (alpha / beta) ... 7.3 / 2.9 eV
E_LUMO (alpha / beta) ... -7.99 / -12.46 eV
Highest occupied orbital energy (alpha / beta) ... -15.31 / -15.31 eV
Net charge ... +3
Multiplicity ... 2

Geometry as XYZ:
```
110
Properties=species:S:1:pos:R:3:forces:R:3:mulliken_charge:R:1
Ru 0.273 -0.284 -0.660 -0.7 0.0 0.2 0.33
C 0.159 -1.911 2.772 0.1 -0.3 -0.2 -1.31
C -0.367 -0.848 3.726 -0.1 0.0 0.2 -1.88
P -0.214 0.890 3.158 0.0 -0.5 0.8 1.01
C 1.531 1.326 3.452 -0.3 0.2 0.7 0.41
C 1.921 2.639 3.167 -0.4 0.5 1.5 -0.96
C 3.248 3.023 3.281 -0.1 0.4 0.8 -0.81
C 4.213 2.092 3.651 -0.1 0.2 0.1 -0.41
C 3.842 0.785 3.927 -0.1 0.0 0.0 -1.13
C 2.506 0.403 3.832 0.0 0.0 0.2 -0.08
C -1.149 1.750 4.462 0.2 -0.3 0.0 0.40
C -0.552 2.382 5.548 0.8 -1.0 -1.5 -0.12
C -1.333 2.998 6.521 -1.6 0.9 1.4 -0.66
C -2.716 2.986 6.425 -0.2 0.2 0.3 -0.71
C -3.318 2.355 5.345 -0.9 1.1 1.8 -0.59
C -2.540 1.751 4.366 1.6 -0.8 -1.3 -0.06
P -0.392 -1.888 1.007 -0.1 1.0 -0.6 1.81
C 0.117 -3.573 0.544 -0.2 -0.2 0.3 1.15
C 1.443 -3.967 0.738 0.0 0.0 0.1 -0.45
C 1.852 -5.255 0.428 0.0 0.0 0.0 -0.86
C 0.935 -6.172 -0.070 0.0 0.0 0.0 -0.80
C -0.388 -5.793 -0.255 0.0 0.0 0.0 -0.92
C -0.796 -4.502 0.046 0.1 -0.1 0.1 -0.45
C -2.189 -1.830 1.189 0.0 -0.2 0.3 0.80
C -2.885 -2.810 1.899 -0.1 0.1 0.0 -0.57
C -4.246 -2.669 2.120 -0.1 0.0 0.0 -0.90
C -4.921 -1.550 1.646 0.0 0.0 0.1 -0.78
C -4.233 -0.559 0.959 0.0 -0.1 0.1 -0.79
C -2.872 -0.701 0.739 0.1 0.2 0.0 0.18
H -0.181 -2.893 3.113 0.1 0.0 0.2 0.91
H 1.252 -1.972 2.782 -0.1 0.1 0.0 0.70
H 0.104 -0.989 4.702 0.0 0.1 0.0 0.80
H -1.439 -0.991 3.877 -0.1 -0.1 0.0 0.76
H 1.175 3.375 2.882 0.1 0.0 0.0 0.77
H 3.532 4.050 3.090 0.0 0.0 0.0 0.50
H 5.248 2.393 3.744 0.0 0.0 0.0 0.50
H 4.586 0.067 4.247 0.0 0.0 0.0 0.54
H 2.233 -0.609 4.107 0.0 0.0 0.0 0.55
H 0.525 2.398 5.662 0.1 -0.1 -0.1 0.44
H -0.841 3.479 7.355 -0.1 0.1 0.1 0.49
H -3.320 3.465 7.182 0.0 0.0 0.0 0.46
H -4.395 2.333 5.248 -0.1 0.0 0.1 0.50
H -3.039 1.283 3.522 0.1 0.0 0.0 0.45
H 2.177 -3.298 1.176 0.0 0.0 0.0 0.02
H 2.879 -5.550 0.596 0.0 0.0 0.0 0.52
H 1.248 -7.182 -0.295 0.0 0.0 0.0 0.45
H -1.110 -6.510 -0.624 0.0 0.0 0.0 0.54
H -1.832 -4.229 -0.104 0.0 0.0 0.1 0.51
H -2.375 -3.686 2.283 0.0 0.0 0.0 0.47
H -4.781 -3.433 2.667 0.0 0.0 0.0 0.52
H -5.984 -1.447 1.822 0.0 0.0 0.0 0.49
H -4.753 0.322 0.606 0.0 0.0 -0.1 0.56
H -2.332 0.097 0.232 0.0 -0.2 0.0 -0.54
N 2.041 -0.470 0.432 0.3 -0.1 -0.4 -0.33
C 3.094 0.514 0.063 0.0 -0.1 -0.2 -1.35
C 2.806 1.833 0.754 0.2 -0.6 -0.5 -0.06
C 1.534 2.491 0.258 -0.2 -0.1 -0.1 -0.64
N 0.349 1.586 0.360 0.3 0.2 -0.1 1.46
H 1.871 -0.372 1.437 0.1 0.0 -0.3 -0.33
H 2.386 -1.417 0.283 0.1 0.1 0.0 0.08
H 3.076 0.603 -1.023 0.0 -0.1 0.0 0.67
H 4.067 0.121 0.359 0.1 0.1 0.1 0.54
H 3.641 2.515 0.589 0.0 0.0 -0.1 0.76
H 2.751 1.674 1.836 0.5 -0.5 -1.9 -1.24
H 1.654 2.786 -0.779 0.0 0.0 0.0 0.66
H 1.324 3.388 0.843 0.1 0.1 -0.2 0.38
H -0.487 2.112 0.109 0.1 0.0 -0.1 0.55
H 0.187 1.377 1.360 0.0 0.3 -1.0 -1.85
Br 2.489 -2.271 -2.190 0.1 -0.2 -0.2 0.08
C 0.693 -2.814 -2.378 0.0 0.3 0.0 -0.29
C 0.422 -3.971 -3.075 -0.1 -0.1 -0.1 -0.99
C -0.905 -4.298 -3.305 0.0 0.1 0.0 -0.59
C -1.895 -3.454 -2.826 0.0 0.0 -0.1 -1.41
C -1.527 -2.333 -2.111 0.1 0.1 -0.1 -0.36
N -0.244 -1.997 -1.882 0.6 -0.3 -0.2 1.74
H 1.233 -4.583 -3.445 0.0 0.0 0.0 0.58
H -1.158 -5.194 -3.857 0.0 0.0 0.0 0.56
H -2.944 -3.661 -2.988 0.0 0.0 0.0 0.58
H -2.281 -1.676 -1.697 0.0 0.1 0.0 0.53
C 1.622 2.153 -5.280 0.1 0.0 0.0 -1.55
C 1.833 1.607 -3.859 -0.2 0.1 -0.2 0.36
C 2.731 2.589 -3.102 0.0 0.0 0.0 -1.30
P 0.265 1.155 -2.962 0.1 -0.1 0.4 1.30
C -0.818 0.281 -4.206 0.1 0.1 0.0 1.10
C -0.035 -0.771 -5.005 -0.1 0.0 0.0 -1.72
C -1.639 1.133 -5.181 0.0 -0.1 0.0 -1.65
C -0.649 2.701 -2.483 0.0 0.0 -0.1 0.68
C -2.027 2.303 -1.938 0.0 0.0 0.0 -1.80
C -0.765 3.859 -3.480 0.0 0.0 0.1 -1.74
H 2.603 2.366 -5.706 0.0 0.0 0.0 0.53
H 1.060 3.083 -5.285 0.0 0.0 0.0 0.24
H 1.131 1.455 -5.948 0.0 0.0 0.0 0.25
H 2.355 0.647 -3.944 0.0 0.0 0.1 0.43
H 2.247 3.559 -2.976 0.0 0.0 0.0 0.21
H 3.631 2.759 -3.694 0.0 0.0 0.0 0.60
H 3.061 2.238 -2.128 0.0 -0.1 0.0 0.13
H -1.533 -0.240 -3.565 0.0 -0.1 0.0 0.04
H 0.766 -1.250 -4.450 0.1 -0.1 0.1 0.28
H 0.417 -0.330 -5.890 0.0 0.0 0.0 0.39
H -0.722 -1.542 -5.358 0.0 0.0 0.0 0.51
H -1.022 1.797 -5.780 0.0 0.0 0.0 0.25
H -2.410 1.725 -4.696 0.0 0.0 0.0 0.35
H -2.144 0.453 -5.869 0.0 0.0 0.0 0.51
H -0.062 3.103 -1.654 0.0 -0.1 0.0 0.13
H -2.704 1.997 -2.734 0.0 0.0 0.0 0.26
H -2.491 3.150 -1.430 0.0 0.0 0.0 0.47
H -1.983 1.470 -1.224 0.1 0.0 -0.1 0.11
H -1.277 3.589 -4.398 0.0 0.0 0.0 0.27
H 0.207 4.276 -3.734 0.0 0.0 0.0 0.36
H -1.339 4.658 -3.007 0.0 0.0 0.0 0.50
```
Positions in Å, forces in eV/Å.